[1]
C23H42AsN5O4Re | ωB97M-V with the def2-TZVPD basis set

Structure (ORCA input):
```
! wB97M-V def2-TZVPD RIJCOSX def2/J DEFGRID3
* xyz 4 4
Re -1.041 0.415 -0.212
C -2.370 -2.298 -1.170
O -2.565 -1.001 -0.514
C -3.860 -0.573 0.147
C -4.051 0.752 -0.531
O -2.859 1.549 -0.264
C -2.894 2.942 -0.758
H -2.937 -3.073 -0.602
H -1.295 -2.528 -1.103
H -2.753 -2.237 -2.194
H -3.621 -0.494 1.226
H -4.611 -1.343 -0.106
H -4.973 1.352 -0.258
H -4.028 0.584 -1.630
H -3.388 3.592 -0.025
H -3.377 2.955 -1.734
H -1.830 3.295 -0.839
C -1.332 2.236 6.162
N -1.483 1.788 4.787
C -0.918 2.521 3.602
C -1.258 1.514 2.551
O -0.877 1.682 1.326
N -1.865 0.473 3.017
C -1.955 0.604 4.369
N -2.444 -0.307 5.182
H -0.884 3.240 6.054
H -0.645 1.600 6.816
H -2.290 2.383 6.712
H 0.138 2.772 3.716
H -1.391 3.514 3.475
H -2.823 -1.147 4.711
H -2.460 -0.218 6.218
C -1.321 0.590 -3.844
As 0.062 0.634 -2.387
C 1.075 2.362 -2.742
C 1.311 -0.903 -2.886
C 1.996 -0.626 -4.168
C 1.379 -1.131 -5.312
C 1.875 -0.837 -6.570
C 3.005 -0.009 -6.697
C 3.622 0.449 -5.557
C 3.114 0.180 -4.300
H -0.836 0.519 -4.816
H -1.787 1.588 -3.980
H -1.987 -0.217 -3.620
H 1.869 2.127 -3.488
H 1.462 2.622 -1.785
H 0.394 3.153 -3.023
H 0.608 -1.760 -2.888
H 1.936 -0.938 -1.957
H 0.549 -1.830 -5.249
H 1.522 -1.264 -7.484
H 3.438 0.145 -7.702
H 4.600 0.975 -5.694
H 3.580 0.433 -3.355
C 0.033 -3.170 2.071
N 1.177 -2.286 2.246
C 2.255 -2.857 3.085
C 3.564 -2.305 2.576
C 3.474 -0.821 2.279
N 2.303 -0.492 1.499
C 2.430 0.749 0.699
C 1.198 -1.204 1.500
O 0.179 -0.926 0.728
H 0.131 -3.799 1.168
H -0.911 -2.598 2.039
H 0.014 -3.787 2.956
H 2.238 -3.940 2.980
H 2.024 -2.554 4.161
H 3.907 -2.813 1.653
H 4.327 -2.508 3.324
H 4.292 -0.473 1.657
H 3.414 -0.251 3.234
H 1.559 0.866 0.029
H 3.341 0.700 0.135
H 2.528 1.662 1.353
*
```

Values from the calculation:
Gap between HOMO and LUMO (alpha / beta) (eV): 4.6 / 4.8

Atomic partial charges in e from the Mulliken method, atoms 1 to 4:
1. Re 1.60
2. C -0.74
3. O -0.27
4. C -0.47



[2]
C11H14N2O | ωB97M-V with the def2-TZVPD basis set

Structure (ORCA input):
```
! wB97M-V def2-TZVPD RIJCOSX def2/J DEFGRID3
* xyz 0 1
C -3.049 -0.825 -2.018
C -1.626 -0.790 -1.665
C -0.605 -1.818 -1.712
N 0.622 -1.270 -1.323
C 0.460 0.076 -0.888
C 1.503 0.922 -0.467
C 1.058 2.240 -0.487
C -0.297 2.579 -0.718
C -1.217 1.754 -1.135
C -0.883 0.449 -1.323
H -3.441 -1.799 -2.214
H -2.999 -0.319 -3.122
H -3.542 -0.252 -1.306
H -0.911 -2.803 -1.836
H 1.408 -1.838 -1.537
H 2.626 0.715 -0.196
H 1.559 3.113 -0.211
H -0.694 3.612 -0.497
H -2.254 2.175 -1.332
C 2.466 -0.783 2.868
C 1.048 -0.173 2.909
N 0.118 -0.815 2.097
O 0.799 0.792 3.560
H 3.261 -0.147 3.253
H 2.578 -1.312 2.001
H 2.495 -1.450 3.759
H -0.787 -0.522 2.113
H 0.305 -1.510 1.425
*
```

Values from the calculation:
SMILES: Cc1c[nH]c2ccccc12.CC(N)=O
Gap between HOMO and LUMO (eV): 8.5

Atomic partial charges in e from the Mulliken method, atoms 1 to 4:
1. C -1.31
2. C 0.37
3. C -0.80
4. N -0.07



[3]
H2N2O6S2 | ωB97M-V with the def2-TZVPD basis set

Structure (ORCA input):
```
! wB97M-V def2-TZVPD RIJCOSX def2/J DEFGRID3
* xyz -2 1
N 1.382 -0.397 1.086
N -0.609 0.964 -0.051
O 1.762 1.896 0.140
O -2.772 -0.391 -0.134
O 1.742 -0.032 -1.762
O -1.348 -0.354 -2.074
O -0.693 -1.633 -0.096
O -0.708 1.012 1.308
S 1.043 0.676 -0.162
S -1.398 -0.463 -0.626
H 1.014 -1.274 0.713
H 0.584 -0.004 1.658
*
```

Values from the calculation:
Gap between HOMO and LUMO (eV): 7.2

Atomic partial charges in e from the Mulliken method, atoms 1 to 4:
1. N -0.77
2. N 0.08
3. O -0.66
4. O -0.71



[4]
C44H35F2N6O5PS2Zr | ωB97M-V with the def2-TZVPD basis set

Structure (ORCA input):
```
! wB97M-V def2-TZVPD RIJCOSX def2/J DEFGRID3
* xyz 0 1
Zr 0.569 0.016 -0.059
O 3.651 -2.598 0.212
C 2.672 -1.953 0.459
O 1.741 -1.606 -0.433
C 2.280 -1.405 1.857
O 2.464 -2.041 2.870
O 1.671 -0.262 1.747
F -3.633 -3.445 -1.672
C -3.184 -2.168 -1.712
C -1.988 -1.861 -1.105
C -1.472 -0.565 -1.131
C -2.215 0.410 -1.834
C -3.451 0.056 -2.378
F -4.245 0.987 -2.962
C -3.963 -1.222 -2.341
C -1.641 1.766 -1.973
C -2.097 2.731 -2.875
C -1.484 3.967 -2.925
C -0.436 4.242 -2.063
C -0.017 3.233 -1.220
N -0.579 2.022 -1.192
H -1.471 -2.671 -0.611
H -4.922 -1.457 -2.777
H -2.912 2.507 -3.540
H -1.827 4.710 -3.634
H 0.067 5.199 -2.054
H 0.823 3.381 -0.556
C -2.414 2.340 1.400
C -0.969 2.461 1.776
O -0.158 1.613 1.418
C -0.487 3.603 2.576
C 0.853 3.614 2.972
C 1.341 4.677 3.709
C 0.500 5.729 4.051
C -0.833 5.721 3.662
C -1.329 4.657 2.927
H -2.580 1.409 0.863
H -2.686 3.179 0.754
H -3.051 2.386 2.285
H 1.490 2.781 2.702
H 2.377 4.687 4.021
H 0.886 6.561 4.627
H -1.484 6.542 3.932
H -2.368 4.654 2.625
S 1.094 0.127 -2.887
P 2.833 0.947 -2.363
S 2.752 1.558 -0.436
C 3.270 2.334 -3.443
C 3.675 3.558 -2.926
C 4.014 4.596 -3.785
C 3.947 4.411 -5.158
C 3.539 3.188 -5.676
C 3.202 2.151 -4.823
C 4.198 -0.232 -2.514
C 4.018 -1.441 -3.173
C 5.073 -2.337 -3.270
C 6.301 -2.030 -2.706
C 6.481 -0.822 -2.044
C 5.433 0.076 -1.947
H 3.719 3.698 -1.853
H 4.332 5.548 -3.379
H 4.210 5.221 -5.827
H 3.484 3.043 -6.748
H 2.873 1.200 -5.226
H 3.045 -1.692 -3.577
H 4.927 -3.286 -3.770
H 7.117 -2.738 -2.768
H 7.435 -0.587 -1.589
H 5.565 1.006 -1.408
C 0.135 -3.823 0.966
C -0.501 -2.772 1.811
N -0.650 -1.484 1.553
C -1.303 -0.943 2.642
C -1.538 -1.900 3.565
N -1.026 -3.058 3.031
C -1.114 -4.359 3.658
N -2.485 -4.706 3.931
N -2.908 -4.828 5.214
N -4.166 -5.037 5.229
C -4.623 -5.040 3.926
C -5.913 -5.210 3.414
C -6.062 -5.122 2.051
C -4.964 -4.865 1.202
C -3.688 -4.704 1.690
C -3.543 -4.807 3.078
H 0.450 -3.406 0.016
H -0.557 -4.643 0.766
H 1.020 -4.225 1.463
H -1.541 0.100 2.701
H -2.021 -1.878 4.527
H -0.596 -4.366 4.615
H -0.653 -5.090 2.998
H -6.750 -5.395 4.075
H -7.043 -5.241 1.610
H -5.129 -4.784 0.136
H -2.858 -4.495 1.028
*
```

Values from the calculation:
Gap between HOMO and LUMO (eV): 7.5

Atomic partial charges in e from the Mulliken method, atoms 1 to 4:
1. Zr -0.34
2. O -0.65
3. C 0.69
4. O -0.34